Version one
{
  "formula": "C48H117N11O6",
  "method": "ωB97M-V/def2-TZVPD",
  "symbols": ["H", "H", "N", "H", "H", "H", "H", "H", "H", "C", "H", "H", "C", "H", "C", "H", "H", "H", "C", "H", "H", "H", "C", "H", "H", "O", "O", "C", "N", "C", "H", "C", "H", "H", "N", "H", "H", "C", "H", "H", "H", "C", "H", "H", "H", "H", "H", "H", "C", "C", "H", "C", "H", "C", "H", "H", "C", "H", "C", "C", "H", "O", "C", "C", "C", "H", "H", "C", "H", "C", "H", "H", "H", "H", "N", "H", "C", "C", "C", "H", "H", "C", "H", "O", "H", "H", "H", "H", "C", "H", "N", "N", "C", "H", "C", "H", "C", "H", "H", "H", "H", "C", "C", "C", "H", "H", "H", "H", "H", "H", "H", "C", "H", "H", "H", "C", "H", "C", "H", "N", "H", "H", "H", "H", "H", "H", "H", "C", "O", "C", "C", "C", "H", "H", "H", "H", "H", "N", "H", "N", "C", "H", "H", "N", "C", "H", "H", "H", "H", "H", "H", "H", "H", "H", "H", "H", "H", "C", "H", "H", "C", "C", "H", "H", "H", "H", "N", "O", "H", "H", "C", "H", "H", "H", "C", "H", "H", "C", "H", "H", "H", "H"],
  "coordinates": [[-10.029, 13.208, 4.307], [-8.937, 19.441, 8.916], [-6.978, 18.958, 2.749], [-11.963, 14.581, 4.525], [-3.960, 17.282, 3.505], [-5.100, 13.771, 7.277], [-7.340, 18.717, 4.766], [0.212, 19.317, 5.476], [-3.887, 14.762, 8.153], [-10.107, 15.776, 4.628], [1.936, 19.182, 4.332], [1.450, 21.579, 5.809], [-2.014, 16.169, 11.469], [3.406, 20.145, 1.876], [-5.781, 17.264, 10.605], [-5.385, 19.907, 6.447], [0.813, 17.802, 8.534], [-5.236, 16.843, 4.702], [-4.901, 14.360, 8.177], [-1.262, 18.195, 3.490], [-4.179, 14.895, 0.145], [4.448, 16.890, 8.683], [-0.220, 15.189, 5.999], [-9.855, 16.775, 4.982], [-3.100, 16.932, 0.138], [-5.190, 19.805, 1.677], [-6.224, 16.150, 2.150], [-0.724, 17.392, 2.980], [1.291, 21.086, 3.697], [-1.890, 17.619, 11.878], [-8.110, 12.417, 9.526], [2.307, 20.034, 3.760], [-0.941, 14.755, 6.691], [-8.387, 19.691, 13.095], [-5.057, 13.699, 9.446], [2.234, 20.478, 8.054], [-1.049, 20.192, 4.595], [-10.002, 17.709, 9.510], [-4.126, 17.630, 1.313], [-1.134, 15.646, 11.836], [-1.061, 14.029, 3.519], [-5.194, 21.688, 5.443], [-8.621, 13.679, 3.487], [-4.787, 18.523, 4.394], [-5.943, 22.100, 2.232], [0.026, 17.881, 2.354], [-7.626, 16.131, 4.404], [-8.263, 11.594, 4.597], [-1.684, 14.708, 4.118], [-3.636, 17.788, 6.766], [-1.781, 19.866, 13.456], [-0.004, 16.441, 3.911], [-3.370, 19.990, 12.682], [-9.029, 13.609, 4.511], [-7.683, 21.815, 6.320], [-6.979, 14.825, 5.381], [-9.113, 18.904, 9.862], [3.062, 18.489, 2.337], [-4.398, 17.506, 4.474], [-0.284, 20.284, 5.364], [0.923, 19.038, 9.716], [-6.120, 12.542, 11.022], [-7.158, 20.969, 6.758], [0.860, 23.290, 2.559], [5.354, 19.094, 10.045], [1.374, 13.840, 6.621], [-9.708, 19.576, 10.481], [-8.267, 12.493, 5.211], [-2.937, 15.746, 11.871], [3.880, 19.364, 9.726], [-3.382, 13.372, 4.441], [-2.148, 13.214, 5.653], [-3.131, 17.417, 8.741], [-3.195, 19.400, 14.358], [3.472, 18.786, 8.455], [-4.775, 17.431, -0.309], [2.241, 19.390, 7.975], [-5.613, 15.303, 1.512], [-7.761, 16.390, 6.565], [-6.630, 18.253, 8.905], [-8.334, 17.320, 6.537], [-5.934, 13.819, 1.589], [2.612, 22.072, 2.334], [-5.678, 22.731, 5.025], [0.189, 22.329, 4.930], [0.360, 22.851, 1.696], [-3.328, 20.560, 5.701], [-11.592, 15.318, 6.117], [-2.756, 19.394, 13.362], [-6.362, 19.535, 11.665], [-4.533, 15.604, 0.764], [-2.697, 18.034, 12.866], [1.881, 22.288, 3.111], [-3.850, 20.734, 4.037], [2.672, 19.506, 2.371], [-7.075, 21.084, 7.839], [-7.902, 19.001, 3.870], [-5.191, 16.654, 9.909], [-6.663, 18.034, 2.457], [-7.523, 21.201, 12.804], [-0.783, 20.465, 6.319], [0.959, 18.879, 8.634], [-6.981, 17.759, 9.823], [3.491, 17.336, 8.414], [-7.589, 21.698, 2.004], [0.459, 13.196, 5.293], [3.813, 20.452, 9.661], [-6.118, 13.437, 0.584], [-9.694, 17.218, 8.585], [1.361, 24.234, 2.349], [-7.245, 12.774, 5.477], [-6.183, 13.140, 9.948], [1.799, 19.531, 1.715], [-5.551, 15.241, 8.106], [2.136, 19.216, 6.897], [-2.588, 17.614, 7.818], [-4.265, 13.613, 10.059], [0.835, 14.134, 5.718], [-8.703, 12.202, 6.173], [-7.921, 18.558, 10.610], [-11.028, 18.054, 9.392], [-7.931, 14.186, 9.254], [2.230, 17.050, 6.575], [-3.191, 14.651, 5.635], [-7.768, 20.083, 6.552], [-9.935, 16.952, 10.294], [2.477, 22.860, 3.846], [-6.213, 19.994, 2.323], [-4.737, 18.271, 7.083], [-6.706, 21.404, 2.577], [-2.645, 13.942, 5.008], [-3.808, 21.247, 5.001], [1.600, 14.424, 4.991], [0.102, 19.446, 8.265], [-7.168, 20.482, 10.363], [2.763, 16.935, 9.133], [5.677, 19.789, 10.828], [-9.134, 14.867, 5.224], [-1.947, 16.757, 7.591], [-3.398, 17.424, 5.508], [-11.526, 15.439, 5.033], [-1.960, 18.492, 7.951], [0.587, 15.743, 3.301], [-5.857, 20.764, 6.169], [-7.812, 15.524, 5.297], [-8.756, 18.348, 3.707], [-7.344, 13.125, 8.074], [-3.416, 17.425, 13.214], [-6.001, 16.568, 11.415], [-8.961, 20.942, 11.933], [-2.322, 15.234, 3.398], [3.275, 15.725, 6.995], [-1.452, 16.912, 2.325], [-6.926, 21.625, 3.622], [-10.041, 15.815, 3.529], [0.292, 16.037, 6.462], [-5.131, 13.306, 2.111], [-7.461, 13.203, 9.158], [-8.119, 15.855, 7.443], [5.465, 18.106, 10.499], [3.203, 16.817, 7.011], [-7.310, 19.751, 11.173], [6.037, 19.273, 9.218], [-2.069, 16.087, 10.385], [-2.590, 16.823, 5.357], [3.292, 19.058, 10.602], [-0.908, 15.734, 4.823], [-1.039, 18.346, 11.376], [-5.080, 18.047, 10.897], [-6.718, 16.696, 6.695], [-8.093, 20.401, 12.324], [-3.193, 22.133, 4.855], [-6.881, 13.711, 2.113], [0.098, 23.552, 3.295], [0.722, 21.380, 5.007], [0.704, 16.983, 4.543], [3.958, 17.164, 6.302], [-4.146, 16.969, 0.450], [3.170, 20.420, 4.323], [-12.201, 16.284, 4.855], [-8.313, 19.988, 4.078], [-7.561, 16.888, 9.507]],
  "mulliken_charge": [0.42, -0.15, 0.20, 0.37, -0.63, 0.34, -0.05, -0.39, 0.22, -0.09, -0.60, 0.20, -0.66, 0.43, -0.93, -0.21, 0.06, -0.25, -0.39, -0.25, 0.25, 0.45, 0.14, 0.05, 0.34, -0.66, -0.60, -0.92, 0.30, 0.65, 0.42, 0.58, 0.34, 0.34, 0.04, 0.49, 0.20, -1.27, 0.09, 0.38, 0.44, 0.44, 0.15, -0.87, 0.34, 0.34, -0.19, 0.48, -0.51, 0.78, 0.28, -0.29, 0.28, -0.36, 0.43, 0.52, 0.18, 0.40, 1.42, -0.18, 0.43, -0.71, -0.89, -1.29, -1.40, 0.48, 0.48, -1.26, 0.28, -0.32, 0.51, 0.36, -0.62, 0.37, 0.17, 0.32, -0.57, 0.43, -0.11, -0.21, 0.52, -0.91, 0.35, -0.71, 0.60, 0.30, -0.35, 0.30, -0.93, 0.14, -0.10, -0.16, -0.38, 0.03, -1.60, 0.15, -0.61, -0.15, 0.26, 0.44, 0.49, -0.62, 0.95, -0.41, 0.39, 0.30, 0.39, 0.48, 0.06, 0.40, 0.14, 0.63, 0.38, -0.24, -0.29, 0.70, 0.23, -1.78, 0.31, 0.10, 0.46, 0.06, -0.42, -0.06, 0.18, 0.34, 0.31, 0.79, -1.05, -1.23, -1.15, 0.01, 0.29, 0.24, -0.11, 0.26, 0.46, 0.38, -0.11, 1.61, -1.55, -0.25, 0.18, 0.68, -0.47, 0.28, -0.04, 0.25, 0.32, 0.38, 0.13, 0.45, 0.42, 0.16, 0.27, -0.34, 0.26, -0.53, 0.22, 0.34, -0.54, 0.41, 0.31, -0.05, -0.94, 0.20, 1.31, -0.66, 0.36, -0.72, -1.53, 0.51, -0.05, 0.30, -1.10, -0.13, 0.31, -0.73, 0.31, 0.47, 0.48, -0.58],
  "smiles": "CCN(CC)CC.CCN(CC)CC.CCN(CC)CC.CCN(CC)CC.CCN(CC)CC.CNC(C)=O.CNC(C)=O.CNC(C)=O.CNC(C)=O.CNC(C)=O.CNC(C)=O",
  "e_lumo_ev": 0.3,
  "orbital_gap_ev": 8.52,
  "charge": 0
}



Version two
{
  "formula": "C48H117N11O6",
  "method": "ωB97M-V/def2-TZVPD",
  "symbols": ["H", "H", "H", "H", "N", "H", "H", "H", "C", "H", "N", "H", "H", "H", "H", "C", "O", "N", "C", "H", "C", "H", "H", "O", "H", "C", "H", "H", "H", "H", "H", "H", "H", "C", "N", "H", "C", "C", "H", "C", "H", "O", "C", "C", "C", "H", "C", "H", "H", "H", "C", "N", "H", "H", "H", "C", "H", "H", "H", "H", "H", "C", "C", "H", "C", "H", "H", "H", "C", "H", "C", "H", "H", "H", "H", "C", "O", "H", "H", "C", "H", "H", "H", "H", "C", "H", "H", "C", "H", "H", "H", "H", "O", "H", "H", "H", "H", "H", "N", "C", "N", "H", "H", "C", "N", "C", "C", "C", "H", "C", "H", "H", "H", "C", "H", "H", "H", "H", "H", "H", "C", "H", "H", "H", "N", "C", "H", "N", "H", "H", "H", "H", "H", "C", "C", "H", "C", "H", "H", "H", "H", "H", "H", "H", "H", "C", "C", "H", "C", "H", "H", "H", "H", "H", "H", "H", "C", "H", "C", "H", "H", "C", "H", "N", "H", "H", "C", "C", "C", "C", "H", "C", "H", "H", "H", "C", "O", "H", "H", "H", "H", "H"],
  "coordinates": [[1.575, 2.830, 0.460], [-0.707, -0.547, 1.863], [5.252, -2.642, 4.537], [-3.550, 1.344, 0.592], [2.589, -0.662, 4.523], [-2.047, -3.080, 3.851], [-0.219, -2.379, -6.842], [4.338, -5.953, 0.357], [-3.404, -4.302, 1.009], [-0.929, -4.148, -1.894], [-0.817, -3.372, -3.803], [-2.541, 3.697, 3.929], [-3.314, -5.112, -0.969], [0.348, -3.047, -1.879], [-2.048, -6.210, 2.237], [2.449, 0.658, 3.835], [6.211, 6.692, -1.468], [1.757, -5.627, 0.416], [-3.419, 3.413, -2.806], [2.146, -2.165, -3.785], [4.395, 4.844, -0.803], [2.886, -3.965, -0.275], [2.014, 3.973, -2.921], [2.087, -0.346, 0.258], [-4.468, -2.450, 4.395], [1.652, 6.114, -4.508], [-1.908, -2.725, -6.243], [6.319, -1.418, -1.139], [-2.856, 2.509, -2.576], [-0.475, -1.465, 0.266], [-1.774, -0.454, 0.691], [3.551, 4.932, -0.118], [-0.017, -4.499, -0.075], [-1.078, 5.934, -1.257], [4.257, 5.885, -1.920], [4.351, 6.163, -6.483], [2.092, 2.002, -0.024], [-5.566, 3.691, 2.543], [-0.111, -5.289, 1.407], [3.674, 1.498, 3.778], [3.677, 5.517, -7.915], [-4.389, -1.077, 0.668], [4.891, -1.614, 4.516], [-0.840, -2.899, -6.113], [-0.663, -3.160, -2.270], [2.170, 2.219, -1.089], [5.597, -2.165, -0.812], [4.072, -6.599, -1.261], [-8.036, 0.314, -1.035], [2.182, -4.888, -1.568], [3.402, 5.837, -6.910], [2.566, 5.062, -4.753], [-0.743, 2.195, 3.310], [-0.595, 6.249, -2.183], [-5.218, 1.780, 0.332], [-2.551, -5.554, 2.948], [-3.787, -6.265, 0.392], [1.391, 3.383, -4.297], [-1.606, -6.606, 4.502], [-3.693, 3.474, -3.859], [1.987, 7.027, -5.000], [-2.769, -3.075, 3.034], [-3.142, -5.456, 0.050], [1.759, -3.760, 2.394], [-6.985, 0.364, -1.318], [4.136, 8.318, -3.363], [5.208, 4.843, -0.077], [-2.858, 5.408, -3.048], [-1.596, 1.806, 3.865], [1.405, -1.923, 6.425], [-2.800, 2.717, 3.528], [-0.432, 1.536, 0.276], [3.409, 2.409, 3.240], [1.047, -1.564, 3.494], [5.481, -2.092, 0.269], [5.100, 7.813, -3.307], [4.641, -2.732, -3.363], [1.758, 4.362, -6.656], [-4.465, -4.307, 1.261], [-0.689, -0.524, 0.773], [2.109, 0.357, 2.844], [1.561, -3.248, 5.163], [-0.016, 6.072, -5.914], [1.695, 6.400, -3.457], [1.087, -3.669, 1.541], [-4.329, 3.393, -2.205], [4.777, -1.300, 5.554], [-4.406, 0.971, 3.747], [5.736, -1.020, 4.169], [-1.432, -2.471, -1.919], [3.197, -2.669, 3.937], [-4.548, -4.047, 3.541], [-1.709, 3.776, -0.642], [-0.015, -7.437, 1.826], [-2.942, 2.885, 2.461], [-6.040, -0.343, 3.750], [3.458, -1.358, 2.754], [-0.287, 6.928, -4.453], [0.057, 0.660, 0.390], [3.485, -1.626, 3.811], [-6.092, -0.555, -0.632], [5.906, 8.535, -3.446], [-5.868, 3.046, 4.645], [1.278, -6.978, -0.074], [-4.071, 2.377, 4.116], [-0.542, -2.420, -4.698], [-1.797, 4.640, -1.456], [2.613, -4.978, -0.571], [-1.850, 6.661, -1.004], [-1.714, -5.543, 4.284], [-0.738, -5.100, 4.088], [2.940, 1.915, -3.542], [3.118, 1.998, 0.345], [3.408, 2.819, -3.930], [-1.519, 0.819, 3.409], [0.525, -8.833, 0.892], [-0.682, -7.745, 0.324], [2.199, -7.554, -0.168], [2.810, -0.586, -3.499], [-4.669, 4.259, 4.451], [3.993, -5.702, -0.646], [4.012, 1.643, 4.804], [-3.593, 0.270, 3.934], [-5.918, 2.839, 1.963], [-2.596, 4.595, -2.510], [-5.084, 3.376, 3.964], [1.614, -3.032, 0.829], [-2.503, -4.241, 2.172], [-0.328, 5.939, -0.467], [-3.041, -3.384, 0.549], [-4.204, 1.412, -1.114], [-6.387, -1.521, -0.648], [5.180, 7.119, -4.144], [-5.643, 0.414, 4.427], [-4.220, -3.008, 3.492], [-4.764, -2.541, 2.671], [0.106, 5.986, -4.835], [-7.061, 0.130, -2.380], [-4.707, 0.859, 2.705], [-6.422, 4.354, 2.672], [-2.522, -2.151, 2.510], [4.275, 3.818, -1.151], [1.667, 1.133, 4.427], [-4.815, 4.259, 1.993], [-6.849, 1.443, -1.254], [0.282, -7.772, 0.832], [3.902, -2.170, -2.545], [0.943, -7.025, -1.111], [2.533, -1.515, -3.000], [1.734, -1.254, -2.306], [5.862, -3.192, -1.065], [-2.251, -4.935, 5.011], [-1.331, 1.702, 4.917], [-1.407, -4.135, -4.102], [4.673, -4.974, -1.090], [4.436, 0.986, 3.191], [0.619, -4.814, 0.752], [3.747, -1.185, -0.798], [-4.401, 1.178, -0.068], [-5.347, -0.100, 5.341], [-3.540, -5.957, 3.162], [1.038, -2.350, 5.492], [3.466, 3.937, -6.247], [4.243, -1.910, -1.296], [3.447, 5.903, -2.524], [0.598, -0.408, 4.789], [-4.958, -0.268, -0.022], [2.681, 4.690, -6.177], [5.248, 6.758, -2.205], [2.313, 3.858, -3.963], [3.713, 2.569, -4.946], [1.245, -1.242, 4.516], [-6.444, 1.129, 4.612], [-2.149, -5.894, -0.046], [-0.377, 5.155, -4.321], [1.431, 0.679, 0.279], [-0.201, -1.307, -4.543], [2.725, 6.662, -7.129], [-0.012, -2.614, 5.619], [4.312, 3.170, -3.433], [0.217, -3.128, 1.914], [-0.590, -3.960, -6.123]],
  "mulliken_charge": [0.66, -0.35, 0.45, -0.24, 0.00, 0.04, 0.32, 0.38, 0.00, 0.19, -0.11, 0.48, 0.41, -0.08, 0.37, 0.22, -0.67, 0.20, -0.85, 0.08, -1.00, -0.33, 0.32, -0.08, 0.23, -0.91, 0.30, 0.33, 0.23, -0.48, -0.26, 0.37, -1.15, -1.09, -0.09, 0.22, -1.52, -0.85, -0.65, -1.67, 0.47, -0.20, -1.80, -1.30, -0.54, 0.18, -1.01, 0.40, 0.35, 0.11, -1.39, 0.63, 0.46, 0.09, -0.25, -0.78, 0.38, 0.51, 0.49, 0.39, 0.46, 0.83, -1.40, 0.16, -1.09, 0.26, 0.38, 0.28, -0.95, 0.42, -0.36, 0.05, 0.44, -0.21, 0.28, -0.75, -0.73, 0.37, 0.44, 0.57, 0.00, 0.24, 0.40, 0.45, -0.07, 0.31, 0.38, 0.70, 0.35, 0.42, 0.20, 0.39, -0.56, 0.21, 0.25, 0.28, 0.05, 0.43, 0.92, 0.31, -0.20, 0.32, 0.44, -0.54, 0.11, 0.65, 0.66, 0.68, 0.39, -1.46, 0.14, -0.05, 0.34, -0.90, -0.15, 0.43, 0.25, 0.53, 0.21, 0.48, -1.65, 0.42, 0.20, 0.08, -0.13, -0.92, -0.54, 1.01, 0.28, -0.02, 0.56, 0.31, 0.06, -1.46, -1.33, 0.10, -1.37, 0.36, -0.57, 0.46, -0.86, 0.18, 0.43, 0.25, 0.34, -1.07, 0.67, 0.36, -0.48, 0.11, 0.36, 0.38, 0.31, 0.28, 0.33, 0.19, 2.48, 0.03, -0.41, 0.28, 0.63, -1.67, 0.31, 0.26, 0.12, 0.21, 0.47, -0.33, 0.81, -0.74, 0.55, 0.65, 0.43, 0.00, 0.21, -0.22, -0.53, 0.35, 0.44, 0.13, -0.51, 0.38],
  "smiles": "CCN(CC)CC.CCN(CC)CC.CCN(CC)CC.CCN(CC)CC.CCN(CC)CC.CNC(C)=O.CNC(C)=O.CNC(C)=O.CNC(C)=O.CNC(C)=O.CNC(C)=O",
  "e_lumo_ev": 0.1,
  "orbital_gap_ev": 8.25,
  "charge": 0
}



Looking at the structures above, version one is most stable, and the difference to the next one is 5.625 eV.